Entry 1:
Here is C5H6N2O in the gas phase in a non-equilibrium geometry from the OMol25 dataset. Energies are from ωB97M-V/def2-TZVPD.

The geometry in XYZ format:
```
14
Properties=species:S:1:pos:R:3:nbo_charge:R:1
C -0.85859 0.32422 0.70271 0.2268
C 0.00052 0.72045 -0.24837 -0.4232
C 0.82881 -0.40757 -0.64214 0.1592
C 0.19252 -1.59711 0.03233 -0.1651
C -0.82040 -1.18250 0.79859 -0.2529
H -2.13164 0.72922 2.06755 0.3814
H -1.78566 2.21059 1.16937 0.4148
H 0.34388 1.70293 -0.34950 0.2177
H 0.47722 -2.57412 -0.25910 0.2213
H -1.55524 -1.78779 1.19109 0.2142
H 2.98373 0.45128 -2.39197 0.4773
N -1.74102 1.17118 1.28952 -0.7880
N 1.90712 -0.50607 -1.38207 -0.1215
O 2.15875 0.74529 -1.97802 -0.5621
```

**HOMO**: -7.86 eV
**Orbital gap**: 8.0 eV
**Total charge**: 0
**SMILES**: NC1=C/C(=N\O)C=C1
**Energy relative to the best compared isomer or geometry (same formula, charge and spin)**: 61.1 kcal/mol
**M**: 110.12 u
**DFT total energy**: -378.77353 Ha



Entry 2:
Here is C5H6N2O in the gas phase in a non-equilibrium geometry from the OMol25 dataset. Energies are from ωB97M-V/def2-TZVPD.

The geometry in XYZ format:
```
14
Properties=species:S:1:pos:R:3:nbo_charge:R:1
C 0.83347 0.02020 -1.18991 -0.2926
C -0.14869 0.10025 -0.14949 0.2696
C -1.03693 0.41757 1.77327 0.6597
C -1.22494 -1.13350 1.54232 -0.2969
C -0.76588 -1.23747 0.29088 -0.2283
H 1.93820 1.59241 -0.45175 0.3757
H 1.01826 1.90425 -2.07521 0.3719
H 1.41196 -0.83489 -0.65525 0.2248
H 0.51904 -0.17771 -2.26314 0.2382
H -1.92776 -1.84831 1.84639 0.2404
H -0.48248 -2.01034 -0.54910 0.2263
N 1.66954 1.21882 -1.49792 -0.8261
N -0.26749 1.00451 0.69463 -0.4877
O -1.53629 0.98421 2.68426 -0.4751
```

**HOMO**: -10.02 eV
**Orbital gap**: 9.4 eV
**Total charge**: 0
**SMILES**: NCC1=NC(=O)C=C1
**Energy relative to the best compared isomer or geometry (same formula, charge and spin)**: 64.1 kcal/mol
**M**: 110.12 u
**DFT total energy**: -378.76872 Ha



Entry 3:
Here is C5H6N2O in the gas phase in a non-equilibrium geometry from the OMol25 dataset. Energies are from ωB97M-V/def2-TZVPD.

The geometry in XYZ format:
```
14
Properties=species:S:1:pos:R:3:nbo_charge:R:1
C -1.22813 -0.50758 -0.06707 0.5103
C -1.22519 1.08107 0.25132 -0.3626
C 0.75903 1.11647 -0.52368 0.2387
C 1.36759 -1.00355 0.39725 -0.2265
C 0.05370 -1.28656 -0.24091 -0.1879
H -1.31600 1.24120 1.39231 0.2257
H -1.92894 1.77074 -0.30976 0.2542
H 1.62178 1.62095 -0.72554 0.1618
H 2.22665 -1.74949 0.37574 0.2211
H 1.20833 -0.85431 1.44839 0.2132
H -0.07109 -2.14248 -0.75159 0.2292
N -0.10189 1.86459 -0.12706 -0.3678
N 1.11533 -0.23976 -0.72552 -0.3687
O -2.48118 -0.91128 -0.39388 -0.5409
```

**HOMO**: -9.76 eV
**Orbital gap**: 9.9 eV
**Total charge**: 0
**SMILES**: O=C1CN=CN2C[C@@H]12
**Energy relative to the best compared isomer or geometry (same formula, charge and spin)**: 110.3 kcal/mol
**M**: 110.12 u
**DFT total energy**: -378.69521 Ha